[1]
Formula: C26H19F33N2O5
Source: OMol25
Level of theory: the ωB97M-V functional and the def2-TZVPD basis

Each atom is followed by the atoms it is bonded to, with distances in Å.
Element x y z (Å)
1 O 4.1278 0.8249 -1.0071  C2 1.227
2 C 4.7367 1.6916 -1.6257  O1 1.227, O3 1.203, C4 1.509
3 O 5.7315 2.3365 -1.4200  C2 1.203
4 C 4.1168 1.9784 -2.9717  C2 1.509, C5 1.406, C24 1.410
5 C 3.9968 1.0443 -4.0161  C4 1.406, C6 1.416, H25 1.077
6 C 3.4210 1.4734 -5.2363  C5 1.416, N7 1.329, H26 1.076
7 N 2.9992 2.7150 -5.4538  C6 1.329, N8 1.328
8 N 3.1321 3.5774 -4.4524  N7 1.328, C9 1.470, C24 1.342
9 C 2.6980 4.9423 -4.7846  N8 1.470, C10 1.520, H27 1.079, H28 1.080
10 C 1.1955 5.0696 -4.9767  C9 1.520, C11 1.522, H29 1.080, H30 1.081
11 C 0.4148 5.3025 -3.6910  C10 1.522, F12 1.353, F13 1.360, C14 1.555
12 F 1.1703 5.0366 -2.6007  C11 1.353
13 F 0.0505 6.6114 -3.6187  C11 1.360
14 C -0.9059 4.4954 -3.5462  C11 1.555, F15 1.345, F16 1.333, C17 1.545
15 F -1.2881 4.5279 -2.2571  C14 1.345
16 F -1.8432 5.0763 -4.2949  C14 1.333
17 C -0.7936 3.0093 -3.9540  C14 1.545, F18 1.343, F19 1.349, C20 1.562
18 F -0.8968 2.9026 -5.2888  C17 1.343
19 F 0.4340 2.5761 -3.5994  C17 1.349
20 C -1.8580 2.0942 -3.2690  C17 1.562, F21 1.335, F22 1.330, F23 1.329
21 F -2.0085 0.9710 -3.9743  C20 1.335
22 F -3.0284 2.7187 -3.1672  C20 1.330
23 F -1.4397 1.7865 -2.0461  C20 1.329
24 C 3.6477 3.2785 -3.2500  C4 1.410, N8 1.342, H31 1.076
25 H 4.3244 0.0269 -3.8827  C5 1.077
26 H 3.3119 0.7925 -6.0618  C6 1.076
27 H 3.1904 5.2033 -5.7088  C9 1.079
28 H 3.0680 5.5946 -4.0077  C9 1.080
29 H 1.0201 5.9330 -5.6021  C10 1.080
30 H 0.8491 4.2046 -5.5251  C10 1.081
31 H 3.7372 4.0685 -2.5253  C24 1.076
32 C 1.5619 1.1498 0.7927  C33 1.541, O39 1.420, H46 1.089, H47 1.089
33 C 1.6413 -0.3081 1.2863  C32 1.541, C34 1.529, F37 1.354, F38 1.349
34 C 0.4266 -1.2096 1.0652  C33 1.529, F35 1.355, F36 1.360, H48 1.087
35 F -0.6634 -0.7562 1.7309  C34 1.355
36 F 0.7070 -2.4551 1.5341  C34 1.360
37 F 1.9787 -0.3292 2.5973  C33 1.354
38 F 2.6222 -0.9096 0.5822  C33 1.349
39 O 1.2592 2.1226 1.7816  C32 1.420, C40 1.354
40 C -0.0077 2.5096 2.0608  O39 1.354, C41 1.530, F44 1.348, F45 1.356
41 C -0.3744 2.2194 3.5179  C40 1.530, F42 1.350, F43 1.352, H49 1.091
42 F -0.3083 0.8906 3.7487  C41 1.350
43 F -1.6451 2.6284 3.7334  C41 1.352
44 F -0.9285 1.9910 1.2237  C40 1.348
45 F -0.0716 3.8583 1.9324  C40 1.356
46 H 2.5718 1.3918 0.4638  C32 1.089
47 H 0.9193 1.2514 -0.0811  C32 1.089
48 H 0.2010 -1.2860 0.0042  C34 1.087
49 H 0.3007 2.7458 4.1940  C41 1.091
50 C -0.3370 -2.0835 5.4370  C51 1.535, O57 1.413, H64 1.087, H65 1.090
51 C 0.8752 -3.0251 5.4203  C50 1.535, C52 1.529, F55 1.351, F56 1.359
52 C 0.6065 -4.5293 5.3620  C51 1.529, F53 1.350, F54 1.353, H66 1.094
53 F -0.0492 -4.9431 6.4676  C52 1.350
54 F 1.7946 -5.1742 5.3015  C52 1.353
55 F 1.6969 -2.7516 6.4577  C51 1.351
56 F 1.5425 -2.7566 4.2678  C51 1.359
57 O -0.7271 -1.5681 6.6930  C50 1.413, C58 1.359
58 C -1.6309 -2.1938 7.4916  O57 1.359, C59 1.531, F62 1.345, F63 1.354
59 C -1.0192 -2.5356 8.8526  C58 1.531, F60 1.346, F61 1.353, H67 1.091
60 F 0.0214 -3.3755 8.6968  C59 1.346
61 F -1.9643 -3.1462 9.6033  C59 1.353
62 F -2.1858 -3.2787 6.9226  C58 1.345
63 F -2.6297 -1.3170 7.7510  C58 1.354
64 H -0.0077 -1.2080 4.8828  C50 1.087
65 H -1.1813 -2.5056 4.8915  C50 1.090
66 H 0.0221 -4.7798 4.4723  C52 1.094
67 H -0.6860 -1.6233 9.3506  C59 1.091
68 C -3.1016 -2.3824 -1.1124  C69 1.535, O75 1.406, H82 1.089, H83 1.091
69 C -1.8906 -2.2651 -2.0485  C68 1.535, C70 1.529, F73 1.345, F74 1.370
70 C -2.1241 -2.4510 -3.5483  C69 1.529, F71 1.347, F72 1.356, H84 1.094
71 F -2.5385 -3.7045 -3.8143  C70 1.347
72 F -0.9489 -2.2369 -4.1899  C70 1.356
73 F -0.8975 -3.0716 -1.6347  C69 1.345
74 F -1.4599 -0.9692 -1.9398  C69 1.370
75 O -3.2636 -3.6077 -0.4417  C68 1.406, C76 1.362
76 C -4.0119 -4.6233 -0.9557  O75 1.362, C77 1.531, F80 1.345, F81 1.351
77 C -3.1625 -5.8816 -1.1497  C76 1.531, F78 1.348, F79 1.351, H85 1.091
78 F -2.1627 -5.6292 -2.0174  C77 1.348
79 F -3.9516 -6.8509 -1.6618  C77 1.351
80 F -4.6474 -4.2857 -2.0925  C76 1.345
81 F -4.9528 -4.9453 -0.0415  C76 1.351
82 H -2.8988 -1.6709 -0.3131  C68 1.089
83 H -4.0202 -2.0624 -1.6057  C68 1.091
84 H -2.8612 -1.7312 -3.9151  C70 1.094
85 H -2.7494 -6.2054 -0.1928  C77 1.091

Total charge   0
LUMO   -1.70 eV

=====

[2]
Formula: C64H112N16
Source: OMol25
Level of theory: the ωB97M-V functional and the def2-TZVPD basis

Each atom is followed by the atoms it is bonded to, with distances in Å.
Element x y z (Å)
1 C 1.2154 6.2555 3.7445  C2 1.493, H6 1.089, H7 1.106, H8 1.116
2 C 1.5261 4.7950 3.7303  C1 1.493, C3 1.520, H9 1.061, H10 1.109
3 C 2.7648 4.4834 4.5536  C2 1.520, C4 1.509, H11 1.103, H12 1.113
4 C 3.9686 5.0927 3.8771  C3 1.509, N5 1.151
5 N 4.6897 5.8366 3.3761  C4 1.151
6 H 0.3661 6.4875 3.1034  C1 1.089
7 H 2.0979 6.8703 3.4881  C1 1.106
8 H 0.9400 6.5903 4.7729  C1 1.116
9 H 1.6765 4.3697 2.7704  C2 1.061
10 H 0.6342 4.2406 4.0860  C2 1.109
11 H 2.9208 3.3929 4.6029  C3 1.103
12 H 2.7226 4.9593 5.5593  C3 1.113
13 C 5.8370 -2.9045 -1.3495  C14 1.516, H18 1.067, H19 1.094, H20 1.094
14 C 5.1177 -2.5029 -0.0770  C13 1.516, C15 1.513, H21 1.092, H22 1.112
15 C 4.0191 -3.4983 0.2239  C14 1.513, C16 1.395, H23 1.090, H24 1.101
16 C 4.3971 -4.8304 0.3911  C15 1.395, N17 1.142
17 N 4.6857 -5.9314 0.4786  C16 1.142
18 H 5.2487 -3.1499 -2.2051  C13 1.067
19 H 6.6261 -3.6598 -1.4047  C13 1.094
20 H 6.3500 -2.0358 -1.7736  C13 1.094
21 H 4.6231 -1.5418 -0.2300  C14 1.092
22 H 5.8127 -2.5162 0.7911  C14 1.112
23 H 3.2463 -3.3784 -0.5361  C15 1.090
24 H 3.3587 -3.2557 1.0712  C15 1.101
25 C -3.0076 4.0773 0.6606  C26 1.522, H30 1.125, H31 1.083, H32 1.078
26 C -2.5162 4.4872 2.0411  C25 1.522, C27 1.511, H33 1.078, H34 1.120
27 C -1.3817 3.5644 2.4218  C26 1.511, C28 1.507, H35 1.045, H36 1.147
28 C -1.9008 2.1951 2.7780  C27 1.507, N29 1.153
29 N -2.2037 1.1066 3.0098  C28 1.153
30 H -3.5958 3.1190 0.6228  C25 1.125
31 H -2.1752 3.9066 -0.0101  C25 1.083
32 H -3.6065 4.8286 0.1725  C25 1.078
33 H -3.2879 4.5489 2.7919  C26 1.078
34 H -2.1099 5.5310 2.0406  C26 1.120
35 H -0.8362 3.8728 3.2579  C27 1.045
36 H -0.7689 3.2894 1.4918  C27 1.147
37 C 3.5879 6.5184 -1.3424  C38 1.542, H42 1.124, H43 1.099, H44 1.155
38 C 4.0648 6.3697 0.1164  C37 1.542, C39 1.567, H45 1.103, H46 1.123
39 C 4.1288 4.8396 0.4465  C38 1.567, C40 1.447, H47 1.079, H48 1.069
40 C 2.8657 4.1335 0.4712  C39 1.447, N41 1.160
41 N 1.8427 3.5903 0.4079  C40 1.160
42 H 2.5558 6.0939 -1.4765  C37 1.124
43 H 4.2087 5.8880 -1.9944  C37 1.099
44 H 3.5356 7.6241 -1.6710  C37 1.155
45 H 3.4855 6.9315 0.8682  C38 1.103
46 H 5.1364 6.7060 0.1021  C38 1.123
47 H 4.5721 4.6324 1.4083  C39 1.079
48 H 4.8107 4.4803 -0.2937  C39 1.069
49 C -2.4723 -4.3125 3.8417  C50 1.488, H54 1.048, H55 1.147, H56 1.084
50 C -2.4518 -3.2153 2.8374  C49 1.488, C51 1.561, H57 1.044, H58 1.087
51 C -3.2499 -3.4933 1.5245  C50 1.561, C52 1.509, H59 1.084, H60 1.068
52 C -2.5379 -4.3200 0.4819  C51 1.509, N53 1.146
53 N -1.9840 -4.9347 -0.3113  C52 1.146
54 H -2.0474 -5.2314 3.5723  C49 1.048
55 H -3.5755 -4.5341 4.0652  C49 1.147
56 H -1.9519 -4.0162 4.7448  C49 1.084
57 H -1.4731 -3.0403 2.5186  C50 1.044
58 H -3.0215 -2.3754 3.2279  C50 1.087
59 H -3.4714 -2.5472 1.0449  C51 1.084
60 H -4.2307 -3.8722 1.7143  C51 1.068
61 C 4.4772 1.8505 -3.5050  C62 1.540, H66 1.095, H67 1.047, H68 1.069
62 C 3.8739 0.4878 -3.1179  C61 1.540, C63 1.510, H69 1.051, H70 1.102
63 C 2.3871 0.5020 -2.8540  C62 1.510, C64 1.469, H71 1.121, H72 1.143
64 C 1.5238 0.4661 -4.0425  C63 1.469, N65 1.150
65 N 0.8919 0.4272 -5.0026  C64 1.150
66 H 5.5677 1.7945 -3.5834  C61 1.095
67 H 4.2725 2.6383 -2.8460  C61 1.047
68 H 4.0722 2.1870 -4.4351  C61 1.069
69 H 4.2951 0.0514 -2.2597  C62 1.051
70 H 4.1678 -0.1868 -3.9386  C62 1.102
71 H 2.0600 1.4411 -2.3364  C63 1.121
72 H 2.0706 -0.3512 -2.1628  C63 1.143
73 C 4.0189 1.3765 2.0393  C74 1.515, H78 1.076, H79 1.126, H80 1.092
74 C 3.7725 0.0243 2.6764  C73 1.515, C75 1.525, H81 1.094, H82 1.097
75 C 4.0911 0.1172 4.1649  C74 1.525, C76 1.484, H83 1.073, H84 1.098
76 C 5.5060 0.4728 4.4347  C75 1.484, N77 1.145
77 N 6.6156 0.7150 4.5787  C76 1.145
78 H 3.9918 1.4374 0.9657  C73 1.076
79 H 5.0738 1.6386 2.3339  C73 1.126
80 H 3.3600 2.1275 2.4801  C73 1.092
81 H 4.3668 -0.7359 2.1610  C74 1.094
82 H 2.7091 -0.1857 2.5051  C74 1.097
83 H 3.9129 -0.7848 4.7174  C75 1.073
84 H 3.5291 0.9375 4.6315  C75 1.098
85 C -3.8890 2.8136 -8.0112  C86 1.526, H90 1.082, H91 1.100, H92 1.129
86 C -4.9740 1.7412 -8.0564  C85 1.526, C87 1.509, H93 1.072, H94 1.089
87 C -5.0496 1.0687 -6.7078  C86 1.509, C88 1.452, H95 1.046, H96 1.121
88 C -3.8729 0.3268 -6.2933  C87 1.452, N89 1.148
89 N -2.9372 -0.2149 -5.9076  C88 1.148
90 H -2.9282 2.4454 -7.6779  C85 1.082
91 H -4.1805 3.6733 -7.3890  C85 1.100
92 H -3.7531 3.2788 -9.0305  C85 1.129
93 H -4.6834 1.0267 -8.8012  C86 1.072
94 H -5.9256 2.2234 -8.2734  C86 1.089
95 H -5.9029 0.4802 -6.5650  C87 1.046
96 H -5.2484 1.8250 -5.9050  C87 1.121
97 C 0.6424 -5.9158 3.2307  C98 1.495, H102 1.117, H103 1.110, H104 1.053
98 C 2.1323 -6.0356 3.2230  C97 1.495, C99 1.557, H105 1.100, H106 1.110
99 C 2.9618 -4.9993 4.0361  C98 1.557, C100 1.459, H107 1.064, H108 1.098
100 C 2.4997 -3.6156 4.0404  C99 1.459, N101 1.142
101 N 2.0365 -2.5746 3.9576  C100 1.142
102 H 0.3615 -5.8643 4.3105  C97 1.117
103 H 0.2944 -6.8853 2.8180  C97 1.110
104 H 0.3157 -5.1892 2.5415  C97 1.053
105 H 2.4752 -6.0626 2.1781  C98 1.100
106 H 2.4866 -7.0102 3.6196  C98 1.110
107 H 3.9714 -5.0169 3.6998  C99 1.064
108 H 3.0464 -5.2328 5.1055  C99 1.098
109 C -5.4309 1.9916 -1.9783  C110 1.489, H114 1.069, H115 1.059, H116 1.090
110 C -5.0457 0.8481 -2.8505  C109 1.489, C111 1.490, H117 1.087, H118 1.097
111 C -3.7120 0.3099 -2.4597  C110 1.490, C112 1.486, H119 1.091, H120 1.093
112 C -3.6397 -0.0264 -1.0137  C111 1.486, N113 1.122
113 N -3.5660 -0.4413 0.0258  C112 1.122
114 H -5.7675 1.6201 -1.0337  C109 1.069
115 H -6.2415 2.5749 -2.3296  C109 1.059
116 H -4.5330 2.6051 -1.9074  C109 1.090
117 H -5.0010 1.0804 -3.9117  C110 1.087
118 H -5.7392 0.0114 -2.7036  C110 1.097
119 H -2.9286 1.0632 -2.5603  C111 1.091
120 H -3.5368 -0.5393 -3.1256  C111 1.093
121 C -0.7993 -7.7131 -2.4717  C122 1.548, H126 1.112, H127 1.102, H128 1.067
122 C 0.7371 -7.8990 -2.5000  C121 1.548, C123 1.541, H129 1.103, H130 1.120
123 C 1.4165 -7.0735 -1.3907  C122 1.541, C124 1.453, H131 1.095, H132 1.101
124 C 1.4456 -7.8646 -0.1729  C123 1.453, N125 1.156
125 N 1.3924 -8.3799 0.8610  C124 1.156
126 H -1.3168 -7.9266 -1.5114  C121 1.112
127 H -1.1924 -8.4448 -3.1954  C121 1.102
128 H -1.0708 -6.7353 -2.8001  C121 1.067
129 H 1.1165 -7.4882 -3.4506  C122 1.103
130 H 1.1105 -8.9512 -2.4169  C122 1.120
131 H 0.8099 -6.1807 -1.2088  C123 1.095
132 H 2.4312 -6.7371 -1.6538  C123 1.101
133 C -0.1314 -1.9986 -0.0547  C134 1.526, H138 1.086, H139 1.070, H140 1.093
134 C 0.0719 -1.0661 1.1354  C133 1.526, C135 1.552, H141 1.118, H142 1.087
135 C 0.5584 0.3465 0.7160  C134 1.552, C136 1.451, H143 1.081, H144 1.094
136 C -0.1996 0.9352 -0.3718  C135 1.451, N137 1.158
137 N -0.8349 1.4493 -1.1915  C136 1.158
138 H -0.8991 -1.6747 -0.7509  C133 1.086
139 H -0.4360 -2.9622 0.2957  C133 1.070
140 H 0.6683 -2.1053 -0.7925  C133 1.093
141 H 0.8573 -1.4617 1.8251  C134 1.118
142 H -0.8809 -1.0381 1.6585  C134 1.087
143 H 1.6058 0.3169 0.4493  C135 1.081
144 H 0.5362 0.9929 1.5981  C135 1.094
145 C -7.2800 1.5248 3.7548  C146 1.528, H150 1.062, H151 1.104, H152 1.093
146 C -6.0388 1.8091 2.9107  C145 1.528, C147 1.584, H153 1.109, H154 1.127
147 C -5.3243 0.5252 2.3194  C146 1.584, C148 1.487, H155 1.110, H156 1.106
148 C -5.2327 -0.6656 3.2048  C147 1.487, N149 1.188
149 N -5.2773 -1.5608 3.9846  C148 1.188
150 H -8.0762 1.1558 3.1564  C145 1.062
151 H -7.6230 2.4930 4.1595  C145 1.104
152 H -7.1610 0.8826 4.6313  C145 1.093
153 H -5.2749 2.3890 3.4679  C146 1.109
154 H -6.2553 2.3492 1.9456  C146 1.127
155 H -4.3317 0.7661 1.8844  C147 1.110
156 H -5.8800 0.1824 1.4269  C147 1.106
157 C 1.5888 4.1434 -5.4660  C158 1.545, H162 1.097, H163 1.077, H164 1.151
158 C 0.6178 3.9407 -4.2808  C157 1.545, C159 1.522, H165 1.066, H166 1.136
159 C -0.7672 3.5787 -4.7991  C158 1.522, C160 1.491, H167 1.115, H168 1.075
160 C -1.8450 3.6260 -3.7707  C159 1.491, N161 1.147
161 N -2.6674 3.6395 -2.9717  C160 1.147
162 H 1.8435 3.1952 -5.9553  C157 1.097
163 H 2.5036 4.6362 -5.1848  C157 1.077
164 H 1.2246 4.8110 -6.3296  C157 1.151
165 H 0.5897 4.8441 -3.7159  C158 1.066
166 H 0.9997 3.0662 -3.6645  C158 1.136
167 H -0.7373 2.5377 -5.1967  C159 1.115
168 H -1.1102 4.2276 -5.5852  C159 1.075
169 C -0.9485 -2.0589 -3.7624  C170 1.570, H174 1.056, H175 1.099, H176 1.102
170 C -0.1623 -3.3243 -4.2567  C169 1.570, C171 1.529, H177 1.098, H178 1.086
171 C 1.2548 -2.9679 -4.7051  C170 1.529, C172 1.474, H179 1.095, H180 1.091
172 C 2.2826 -2.6697 -3.6912  C171 1.474, N173 1.173
173 N 3.0291 -2.5052 -2.8013  C172 1.173
174 H -0.3267 -1.7060 -2.9851  C169 1.056
175 H -1.9719 -2.2883 -3.4327  C169 1.099
176 H -0.9441 -1.2377 -4.4969  C169 1.102
177 H -0.6027 -3.7291 -5.1776  C170 1.098
178 H -0.1517 -4.1426 -3.5425  C170 1.086
179 H 1.2618 -2.0528 -5.3067  C171 1.095
180 H 1.6464 -3.8527 -5.2095  C171 1.091
181 C -2.1751 0.4224 6.6897  C182 1.487, H186 1.128, H187 1.092, H188 1.075
182 C -1.9125 -0.6655 5.7109  C181 1.487, C183 1.561, H189 1.095, H190 1.115
183 C -0.3960 -0.9012 5.4263  C182 1.561, C184 1.480, H191 1.100, H192 1.077
184 C 0.2821 0.3261 4.9540  C183 1.480, N185 1.127
185 N 0.8366 1.2916 4.7811  C184 1.127
186 H -1.6189 0.2165 7.6496  C181 1.128
187 H -3.2332 0.4984 6.9493  C181 1.092
188 H -1.8817 1.4015 6.3562  C181 1.075
189 H -2.4761 -0.5238 4.7825  C182 1.095
190 H -2.2748 -1.6767 6.0109  C182 1.115
191 H -0.2445 -1.6583 4.6430  C183 1.100
192 H 0.1188 -1.0759 6.3560  C183 1.077

Total charge   0
LUMO   0.46 eV
Energy relative to the best compared isomer or geometry (same formula, charge and spin)   91.74 kcal/mol

=====

The evaluated HOMO-LUMO gap for the records listed, in turn: 7.5; 11.3 eV.